# 1
75
Properties=species:S:1:pos:R:3 method="wB97M-V/def2-TZVPD" total_charge=-1 e_lumo_ev="2.6943 / 2.6932" s_squared=15.76 spin_multiplicity=8
C 1.85534 4.57144 0.30303
C 0.39200 4.29968 0.46101
H 2.07117 5.64698 0.28550
H 2.23295 4.12028 -0.62785
H 2.41536 4.11097 1.12965
C -0.56583 5.21139 0.22189
C -0.31477 6.61173 -0.23625
H -1.61340 4.97613 0.41219
H 0.58292 6.68623 -0.86345
H -0.19582 7.30309 0.61261
H -1.16985 6.97107 -0.82507
Eu 0.76856 -0.33455 -0.71283
Cl 1.96853 -0.15671 1.69372
Cl 2.01233 -1.98567 -2.53514
H 1.28333 -6.24518 -0.16244
H 3.38114 -5.60496 1.23713
C 1.43650 -5.32350 -0.73248
C 3.44461 -4.72585 0.57941
N 2.12185 -4.35588 0.10086
H 0.48560 -4.90472 -1.06108
C 1.56614 -3.17106 0.36032
O 0.44249 -2.80475 -0.03889
H 3.87495 -3.88267 1.13217
H 2.20953 -2.48753 0.94945
H 2.06104 -5.56497 -1.59790
H 4.09845 -4.97903 -0.26700
H 0.76156 3.08966 -2.51985
H -1.98479 4.23332 -2.36404
C 0.27912 2.61713 -3.38882
C -1.99543 3.60726 -3.26885
N -1.14196 2.43548 -3.11683
H 0.75071 1.64829 -3.58407
C -1.61636 1.28523 -2.61796
O -0.91629 0.27289 -2.38865
H -3.02479 3.28539 -3.45824
H -2.71588 1.28803 -2.46127
H 0.37204 3.28473 -4.25460
H -1.62964 4.20620 -4.10884
O 0.32450 2.08897 -0.31436
C 0.05268 2.84303 0.78500
C -2.44057 2.65234 0.40215
C -1.38254 2.63442 1.30484
H -2.19935 2.72167 -0.66615
C -3.75767 2.62315 0.86797
H 0.72505 2.53347 1.60425
C -1.62308 2.53985 2.67558
H -4.57394 2.61269 0.14197
C -4.00767 2.61141 2.24490
C -2.93871 2.57197 3.15010
H -0.76065 2.45987 3.34311
H -5.03637 2.64513 2.60912
H -3.12618 2.56466 4.22542
Si 4.73702 0.25184 -1.90595
Cl 2.91382 1.38466 -1.54982
C 4.69894 -0.44299 -3.64593
C 4.90605 -1.00058 -0.51821
C 6.15072 1.48349 -1.78579
H 3.67230 -0.64377 -3.97828
H 5.24148 -1.39763 -3.69407
H 5.17932 0.24384 -4.35674
H 6.14827 2.21782 -2.60130
H 7.11008 0.94681 -1.83265
H 6.12293 2.03126 -0.83500
H 3.98136 -1.16290 0.05335
H 5.66571 -0.63775 0.19077
H 5.24298 -1.97167 -0.90598
N -3.30256 -2.19184 3.16547
N -2.83461 -1.64657 1.98196
N -3.69590 -1.24043 1.02881
C -2.83062 -0.67348 0.16346
N -1.56138 -0.68014 0.59226
N -1.57322 -1.29944 1.80395
H -2.57711 -2.75601 3.58683
H -4.17647 -2.67197 2.98612
H -3.14639 -0.27090 -0.78861

# 2
73
Properties=species:S:1:pos:R:3 method="wB97M-V/def2-TZVPD" total_charge=+2 e_lumo_ev="-5.7462 / -8.9285" s_squared=6.01 spin_multiplicity=5
Pt -0.44380 0.32460 -0.63333
C -1.59197 -4.83587 -5.11591
C -1.82488 -3.36648 -5.04266
O -1.59845 -2.90113 -3.64022
P -0.64904 -1.66760 -3.25186
O -0.97085 -1.54454 -1.73930
Te 1.56155 -2.30385 -3.87731
O -1.17783 -0.24958 -3.83597
C -1.04849 0.21418 -5.25492
C -1.09746 1.70619 -5.07893
H -1.72227 -5.15698 -6.15422
H -2.31518 -5.40934 -4.51615
H -0.55266 -5.08122 -4.77824
H -2.85231 -3.06159 -5.31174
H -1.10781 -2.84582 -5.70648
H -1.87278 -0.18687 -5.84295
H -0.08169 -0.16568 -5.60829
H -2.07507 2.02684 -4.68709
H -0.99206 2.22130 -6.04518
H -0.28800 2.02830 -4.40611
C -0.16187 2.56879 2.11998
C -1.58723 2.28995 1.57736
N -2.02081 3.21337 0.49779
C -2.72691 4.43973 0.95650
C -1.72339 5.51635 1.40479
C -1.79019 3.01327 -0.83086
C -2.20558 4.06110 -1.79549
N -1.30791 1.91296 -1.39928
H 0.08927 1.84158 2.92617
H -0.12921 3.60498 2.55012
H 0.60103 2.55835 1.32814
H -2.34682 2.36976 2.37308
H -1.59320 1.29585 1.08425
H -3.36188 4.15470 1.79939
H -3.40434 4.79643 0.15874
H -1.26414 5.26322 2.39339
H -2.25417 6.49016 1.50634
H -0.92302 5.62012 0.64822
H -3.30359 4.12746 -1.84020
H -1.86156 3.72556 -2.76604
H -1.79183 5.05481 -1.54358
H -1.36940 1.95126 -2.42425
C 3.81055 -2.84696 1.65859
C 2.70692 -3.29263 2.62677
N 2.64144 -2.33591 3.74724
C 3.63878 -2.42083 4.85141
C 4.61535 -1.26387 4.88557
C 1.59861 -1.48760 3.99919
O 1.55893 -0.77050 5.00475
C 0.46871 -1.46410 3.00592
C -0.83649 -1.55272 3.53400
C -1.91016 -1.50212 2.65207
C -1.70518 -1.13906 1.33045
N -0.42200 -0.90355 0.87950
C 0.65900 -1.12195 1.68376
H 3.82958 -3.45410 0.74990
H 4.80004 -2.86739 2.15057
H 3.66217 -1.79301 1.31591
H 2.93367 -4.30552 3.01706
H 1.76080 -3.32091 2.08297
H 4.17740 -3.36861 4.81432
H 3.02980 -2.37812 5.76516
H 5.14026 -1.15677 3.92095
H 5.37006 -1.44244 5.68512
H 4.05904 -0.32766 5.11212
H -0.95317 -1.59477 4.61064
H -2.91466 -1.79854 2.92799
H -2.49761 -1.11222 0.58051
H 1.67483 -0.98431 1.24651
F 2.35314 -0.59464 -1.21388
C 1.66507 0.58697 -1.00780
F 2.30731 1.17924 0.05833
H 1.91561 1.21996 -1.87330

Number 1: largest force on an atom 0.0456 hartree/bohr. Number 2: largest force on an atom 0.0641 hartree/bohr.